Entry 1:
A molecular structure, C20H37Br14F3N2O2P in a non-equilibrium geometry. Source: the Open Molecules 2025 dataset; level of theory: the ωB97M-V functional and the def2-TZVPD basis.

Calculated values
HOMO   -0.18483 Ha
Calculated total energy   -37721.1297 Ha
Frontier orbital gap   5.6 eV
2S+1   1
ΔE to the lowest compared entry with this formula, charge and spin   1.4203 eV
Total charge   -1

Atoms and positions in Å:
N1 -0.02 -3.98 -4.66
P1 -0.67 -4.86 -3.51
C1 -0.67 -4.14 -1.79
N2 -0.14 -2.81 -1.78
C2 -0.99 -1.71 -1.36
C3 -1.34 -0.72 -2.48
C4 -0.23 0.24 -2.74
F1 -0.40 1.27 -3.68
C5 1.00 0.18 -2.21
F2 2.11 -0.46 -2.60
F3 1.50 0.75 -1.07
C6 0.09 -5.07 -0.77
O1 0.30 -4.52 0.31
O2 0.39 -6.21 -1.19
H1 0.72 -4.49 -5.13
H2 -2.06 -5.08 -3.70
H3 -0.17 -6.15 -3.40
H4 -1.72 -4.12 -1.47
H5 0.72 -2.82 -1.26
H6 -1.93 -2.09 -0.95
H7 -0.46 -1.20 -0.55
H8 -1.52 -1.32 -3.38
H9 -2.23 -0.16 -2.21
Br1 0.07 3.75 -1.57
C7 -0.64 3.22 -3.29
C8 -2.15 3.20 -3.29
Br2 -2.89 1.69 -2.32
H10 -0.21 2.24 -3.51
H11 -0.28 3.96 -4.00
H12 -2.52 3.12 -4.30
H13 -2.55 4.09 -2.81
Br3 1.58 6.64 -4.52
C9 0.56 8.24 -4.08
C10 -0.15 8.11 -2.76
Br4 -1.68 6.93 -2.88
H14 -0.13 8.40 -4.90
H15 1.28 9.05 -4.04
H16 -0.53 9.08 -2.44
H17 0.49 7.70 -1.99
Br5 2.00 -10.18 -2.40
C11 0.78 -9.51 -1.02
C12 -0.31 -10.50 -0.74
Br6 -1.67 -10.53 -2.14
H18 0.41 -8.54 -1.35
H19 1.40 -9.36 -0.14
H20 -0.84 -10.21 0.17
H21 0.05 -11.51 -0.66
Br7 4.23 -1.67 2.88
C13 3.15 -0.20 2.21
C14 1.81 -0.12 2.88
Br8 0.60 -1.49 2.25
H22 3.05 -0.35 1.14
H23 3.73 0.71 2.39
H24 1.33 0.83 2.65
H25 1.88 -0.24 3.96
Br9 -2.58 -1.70 5.27
C15 -2.54 0.03 4.37
C16 -3.73 0.25 3.48
Br10 -3.59 -0.76 1.83
H26 -1.61 0.06 3.82
H27 -2.52 0.77 5.17
H28 -3.77 1.29 3.17
H29 -4.66 -0.04 3.95
Br11 3.49 1.72 7.52
C17 3.83 1.54 5.62
C18 5.24 1.92 5.25
Br12 5.52 3.84 5.28
H30 3.10 2.16 5.11
H31 3.66 0.49 5.38
H32 5.46 1.60 4.23
H33 5.97 1.49 5.93
Br13 -2.18 6.34 0.53
C19 -2.36 5.45 2.25
C20 -1.50 4.21 2.27
Br14 -2.25 2.78 1.19
H34 -3.41 5.23 2.39
H35 -2.03 6.16 3.01
H36 -1.41 3.81 3.28
H37 -0.52 4.41 1.87

Entry 2:
5 unconnected molecules or ions with the total composition C20H37FNO23P2S4 in a non-equilibrium geometry. Source: the Open Molecules 2025 dataset; level of theory: the ωB97M-V functional and the def2-TZVPD basis.

Calculated values
HOMO   -0.16852 Ha
Calculated total energy   -4944.7538 Ha
Frontier orbital gap   6.3 eV
2S+1   1
Total charge   -1

Atoms and positions in Å:
C1 0.48 -4.58 1.59
C2 -0.14 -3.40 0.68
O1 -1.36 -2.98 1.33
C3 0.89 -2.24 0.30
C4 0.53 -0.77 0.78
O2 -0.67 -0.12 0.23
P1 -1.45 1.02 1.33
O3 -2.33 1.60 -0.08
C5 -0.15 2.41 1.19
C6 0.66 2.47 -0.18
F1 0.84 3.88 -0.53
C7 -2.88 -0.25 1.59
C8 -3.57 -0.90 0.38
C9 -4.64 -1.91 0.84
C10 -4.86 -2.14 2.31
N1 -4.27 -1.55 3.45
C11 -3.30 -0.64 2.98
O4 -0.50 0.44 2.70
C12 0.67 -0.33 2.32
P2 1.38 -1.48 3.62
O5 2.33 -2.56 3.10
O6 0.16 -2.10 4.65
O7 2.34 -0.48 4.66
H1 -0.10 -5.56 1.41
H2 1.59 -4.76 1.40
H3 0.29 -4.34 2.70
H4 -0.47 -3.92 -0.30
H5 -1.11 -2.52 2.17
H6 1.96 -2.55 0.57
H7 0.90 -2.19 -0.85
H8 1.36 -0.15 0.28
H9 -2.13 1.88 2.26
H10 -2.11 2.56 -0.18
H11 0.58 2.44 2.08
H12 -0.72 3.41 1.26
H13 1.71 2.05 -0.01
H14 0.12 2.00 -1.06
H15 -3.36 -0.72 -0.71
H16 -5.23 -2.51 0.08
H17 -5.65 -2.94 2.57
H18 -2.73 -0.10 3.82
H19 1.49 0.49 2.27
H20 0.07 -1.38 5.33
H21 2.94 -0.05 4.02
C13 -4.17 4.60 5.87
C14 -2.73 5.06 6.00
O8 -1.97 4.12 5.25
S1 -2.86 3.60 3.99
O9 -2.50 4.35 2.84
O10 -2.88 2.17 4.02
O11 -4.30 4.14 4.52
H22 -4.38 3.75 6.54
H23 -4.88 5.40 6.07
H24 -2.40 5.08 7.04
H25 -2.59 6.05 5.55
C15 -4.29 -3.51 -3.59
C16 -4.67 -4.95 -3.90
O12 -3.83 -5.75 -3.05
S2 -3.56 -4.93 -1.67
O13 -4.48 -5.40 -0.68
O14 -2.15 -4.87 -1.45
O15 -4.06 -3.48 -2.18
H26 -3.36 -3.23 -4.09
H27 -5.07 -2.81 -3.86
H28 -4.51 -5.21 -4.94
H29 -5.71 -5.15 -3.63
C17 3.31 1.68 -2.54
C18 2.65 0.94 -3.69
O16 3.35 -0.30 -3.79
S3 3.83 -0.75 -2.30
O17 2.87 -1.68 -1.79
O18 5.24 -1.02 -2.34
O19 3.59 0.67 -1.56
H30 4.25 2.13 -2.85
H31 2.66 2.44 -2.12
H32 2.72 1.50 -4.63
H33 1.60 0.72 -3.48
C19 7.87 3.25 -5.37
C20 7.50 1.79 -5.60
O20 6.09 1.73 -5.40
S4 5.43 3.14 -5.87
O21 4.93 2.98 -7.21
O22 4.62 3.64 -4.80
O23 6.80 4.00 -5.94
H34 7.92 3.48 -4.30
H35 8.81 3.51 -5.84
H36 8.01 1.12 -4.92
H37 7.71 1.49 -6.63

Entry 3:
4 unconnected molecules or ions with the total composition C20H38BF4N4O2 in a non-equilibrium geometry. Source: the Open Molecules 2025 dataset; level of theory: the ωB97M-V functional and the def2-TZVPD basis.

Calculated values
HOMO   -0.57856 Ha
Calculated total energy   -1577.9653 Ha
Frontier orbital gap   6.4 eV
2S+1   1
Total charge   +3

Atoms and positions in Å:
C1 -1.30 1.14 -2.10
N1 -0.96 2.50 -1.60
C2 0.27 2.94 -1.29
C3 0.38 4.15 -0.56
C4 -0.69 4.94 -0.27
C5 -1.97 4.47 -0.71
C6 -2.05 3.28 -1.38
C7 -0.45 6.25 0.41
C8 0.65 6.51 1.27
C9 0.91 7.79 1.72
N2 0.01 8.83 1.49
C10 -1.02 8.57 0.68
C11 -1.23 7.37 0.03
C12 0.26 10.13 2.05
H1 -1.11 0.47 -1.26
H2 -0.58 0.80 -2.85
H3 -2.35 1.12 -2.36
H4 0.96 2.13 -1.42
H5 1.34 4.41 -0.14
H6 -2.88 5.03 -0.55
H7 -3.01 2.82 -1.56
H8 1.22 5.64 1.54
H9 1.77 8.16 2.26
H10 -1.56 9.49 0.50
H11 -1.92 7.21 -0.78
H12 1.23 10.32 2.52
H13 -0.55 10.28 2.76
H14 0.16 10.87 1.25
C13 -0.75 -2.99 3.34
C14 -1.85 -3.82 2.70
C15 -3.22 -3.07 2.58
O1 -3.08 -2.13 1.55
C16 -3.05 -0.79 2.10
N3 -1.40 -4.31 1.29
H15 -0.93 -3.61 0.74
H16 -0.70 -5.03 1.36
H17 -2.08 -4.62 0.62
H18 -0.46 -2.07 2.83
H19 0.19 -3.52 3.52
H20 -1.01 -2.65 4.34
H21 -1.99 -4.77 3.20
H22 -3.54 -2.61 3.51
H23 -4.09 -3.67 2.32
H24 -2.21 -0.67 2.78
H25 -3.98 -0.48 2.58
H26 -2.82 -0.13 1.27
C17 3.16 -4.73 -0.60
C18 2.83 -4.60 -2.12
C19 2.43 -5.84 -2.91
O2 3.32 -6.89 -2.87
C20 3.21 -7.97 -3.83
N4 1.74 -3.51 -2.23
H27 1.61 -3.07 -3.14
H28 0.86 -3.93 -1.97
H29 2.06 -2.80 -1.59
H30 3.81 -3.91 -0.29
H31 3.74 -5.62 -0.38
H32 2.31 -4.96 0.04
H33 3.68 -4.11 -2.58
H34 2.36 -5.58 -3.96
H35 1.45 -6.25 -2.64
H36 3.49 -7.64 -4.83
H37 2.23 -8.45 -3.86
H38 3.90 -8.71 -3.43
B1 0.67 -1.63 0.22
F1 0.13 -0.55 0.90
F2 1.54 -1.09 -0.73
F3 1.34 -2.49 0.98
F4 -0.38 -2.33 -0.45

Entry 4:
13 unconnected molecules or ions with the total composition C20H38Cl24FN3O4S in a non-equilibrium geometry. Source: the Open Molecules 2025 dataset; level of theory: the ωB97M-V functional and the def2-TZVPD basis.

Calculated values
HOMO   -0.32976 Ha
Calculated total energy   -12792.5616 Ha
Frontier orbital gap   9.1 eV
2S+1   1

Atoms and positions in Å:
C1 2.25 2.86 -2.31
C2 3.37 2.34 -1.42
O1 4.28 3.08 -1.13
N1 3.40 1.00 -0.95
C3 2.83 0.03 -1.89
C4 2.89 0.86 0.42
C5 1.64 1.67 0.79
C6 0.36 1.24 0.07
C7 -0.82 1.55 0.97
N2 -2.15 1.21 0.35
O2 -2.07 0.92 -1.03
C8 -2.29 -0.35 -1.19
N3 -2.49 -1.49 -1.33
S1 -3.31 2.42 0.52
O3 -4.60 1.85 0.48
O4 -3.06 3.47 -0.40
F1 -3.08 2.94 1.95
H1 1.78 3.71 -1.82
H2 2.68 3.24 -3.23
H3 1.56 2.09 -2.59
H4 3.48 -0.85 -1.88
H5 1.83 -0.33 -1.64
H6 2.81 0.39 -2.91
H7 2.74 -0.18 0.69
H8 3.68 1.22 1.07
H9 1.80 2.74 0.74
H10 1.46 1.46 1.85
H11 0.36 0.17 -0.12
H12 0.25 1.77 -0.87
H13 -0.74 0.96 1.87
H14 -0.82 2.60 1.25
C9 6.10 -0.52 3.12
Cl1 6.48 0.64 1.84
Cl2 4.41 -1.06 3.01
H15 6.75 -1.37 3.03
H16 6.25 -0.04 4.08
C10 -1.30 1.53 -4.41
Cl3 -0.43 0.64 -5.66
Cl4 -0.39 2.96 -3.90
H17 -2.26 1.84 -4.79
H18 -1.43 0.88 -3.55
C11 1.17 -3.25 4.30
Cl5 1.62 -2.08 3.04
Cl6 -0.51 -3.77 4.15
H19 1.82 -4.11 4.21
H20 1.30 -2.77 5.27
C12 10.63 -0.18 2.24
Cl7 11.12 0.56 3.77
Cl8 9.26 -1.27 2.46
H21 10.35 0.60 1.55
H22 11.47 -0.74 1.85
C13 -4.36 -0.12 3.29
Cl9 -4.86 -1.56 2.39
Cl10 -2.81 -0.35 4.11
H23 -4.26 0.70 2.59
H24 -5.12 0.11 4.02
C14 -5.73 -0.60 -1.32
Cl11 -5.65 0.68 -2.54
Cl12 -7.27 -1.47 -1.37
H25 -4.93 -1.31 -1.51
H26 -5.62 -0.16 -0.34
C15 11.69 3.94 4.71
Cl13 13.15 4.30 3.77
Cl14 10.69 5.37 4.94
H27 11.12 3.19 4.18
H28 11.99 3.56 5.68
C16 -11.01 -1.62 -0.67
Cl15 -11.56 -1.86 0.99
Cl16 -11.27 -3.07 -1.65
H29 -11.57 -0.80 -1.11
H30 -9.95 -1.39 -0.65
C17 2.43 0.21 -8.43
Cl17 2.78 1.01 -6.89
Cl18 1.14 -0.99 -8.27
H31 2.12 0.96 -9.15
H32 3.33 -0.29 -8.78
C18 -11.56 -6.69 -0.32
Cl19 -11.90 -8.16 -1.24
Cl20 -10.09 -6.85 0.65
H33 -11.44 -5.87 -1.01
H34 -12.39 -6.50 0.35
C19 6.83 -0.83 -2.83
Cl21 7.25 -0.09 -1.28
Cl22 5.45 -1.92 -2.69
H35 6.59 -0.04 -3.53
H36 7.68 -1.40 -3.19
C20 -8.70 -0.84 3.14
Cl23 -7.92 -1.61 1.75
Cl24 -7.88 0.64 3.65
H37 -9.72 -0.59 2.86
H38 -8.70 -1.54 3.96